Below is a cluster of 3 separate species, C44H42BN2O9 in total at a distorted geometry, with properties calculated with ωB97M-V with the def2-TZVPD basis set.

Last column: Löwdin charge in e.
Geometry (Å):
C1 -0.3234 -3.6184 -2.1994  -0.0751
C2 1.1821 -3.7495 -1.9471  -0.3744
C3 1.7757 -4.8403 -2.8663  -0.0820
C4 1.9631 -2.4051 -1.9680  -0.0901
C5 1.3166 -1.2059 -2.6144  -0.2235
O1 1.9388 -0.0556 -2.0426  0.0685
B1 2.0527 0.9874 -3.0117  -0.8320
C6 3.2871 2.0102 -2.8464  -0.0551
C7 4.6187 1.3782 -3.2151  -0.2735
O2 4.8893 1.5402 -4.6117  -0.0796
O3 0.7384 1.8614 -3.1638  0.1240
C8 -0.0585 1.8995 -2.1445  -0.5156
O4 0.2503 2.1816 -1.0090  0.0857
C9 -1.4993 1.6065 -2.4488  -0.1166
C10 -1.9783 1.6887 -3.7595  -0.0279
C11 -3.3090 1.4075 -4.0674  -0.0821
C12 -4.1815 1.0298 -3.0447  -0.0981
C13 -3.7124 0.9671 -1.7314  -0.0829
C14 -2.3815 1.2590 -1.4259  -0.0189
O5 2.1673 0.2249 -4.3031  0.0584
C15 1.4988 -0.9784 -4.1586  -0.4798
N1 0.1737 -0.9432 -4.8216  0.1189
C16 2.3321 -2.0425 -4.8947  -0.1987
N2 2.4051 -1.8124 -6.3454  0.0065
H1 -0.5608 -3.0314 -3.0799  0.0640
H2 -0.7281 -4.6155 -2.3717  0.0699
H3 -0.8323 -3.2425 -1.3150  0.0776
H4 1.2797 -4.1327 -0.9343  0.1043
H5 1.8898 -5.7696 -2.3153  0.0670
H6 2.7146 -4.5508 -3.3241  0.0606
H7 1.0895 -5.0674 -3.6814  0.0657
H8 2.9396 -2.5868 -2.4064  0.1065
H9 2.1631 -2.1187 -0.9383  0.1105
H10 0.2598 -1.0841 -2.3711  0.1337
H11 3.1308 2.8563 -3.5135  0.1028
H12 3.3194 2.4050 -1.8286  0.1019
H13 4.6155 0.3226 -2.9420  0.1102
H14 5.4357 1.8639 -2.6771  0.0987
H15 4.8280 0.6794 -5.0281  0.0678
H16 -1.2869 1.9711 -4.5370  0.1124
H17 -3.6396 1.4667 -5.0913  0.0929
H18 -5.2068 0.7879 -3.2768  0.0898
H19 -4.3879 0.6881 -0.9359  0.0940
H20 -2.0300 1.2146 -0.4074  0.1098
H21 -0.5712 -0.9410 -4.1389  0.0502
H22 0.1406 -0.0687 -5.3267  0.0774
H23 1.8471 -3.0036 -4.7526  0.0961
H24 3.3512 -2.0895 -4.5164  0.1100
H25 2.2980 -0.8202 -6.5267  0.0559
H26 1.5867 -2.2404 -6.7555  0.0464
C17 -5.9699 5.4006 4.7479  -0.0660
C18 -6.0042 6.7882 4.6527  -0.0677
C19 -5.2016 7.4409 3.7333  -0.0090
C20 -4.3536 6.7104 2.9099  -0.0824
C21 -4.3065 5.3206 3.0176  -0.0800
C22 -5.1232 4.6690 3.9331  -0.0063
C23 -3.3759 4.5140 2.1710  -0.2764
O6 -3.3502 3.3052 2.2682  0.1067
C24 -2.4903 5.2398 1.2215  -0.0785
C25 -1.5809 4.5191 0.4578  0.0175
C26 -0.7599 5.1769 -0.4418  -0.0287
C27 -0.8476 6.5569 -0.5878  -0.0480
C28 -1.7477 7.2837 0.1748  -0.0098
C29 -2.5680 6.6317 1.0864  -0.0922
C30 -3.5086 7.4319 1.9128  -0.2807
O7 -3.5942 8.6380 1.7917  0.0932
H27 -6.6034 4.8910 5.4623  0.1032
H28 -6.6600 7.3593 5.2970  0.1025
H29 -5.2252 8.5184 3.6480  0.1170
H30 -5.0864 3.5907 4.0022  0.1186
H31 -1.5103 3.4451 0.5627  0.1073
H32 -0.0548 4.6030 -1.0290  0.1046
H33 -0.2089 7.0657 -1.2978  0.1071
H34 -1.8185 8.3574 0.0692  0.1157
C31 1.6712 -1.1435 3.1801  -0.0373
C32 1.7191 -0.8722 4.5439  -0.0524
C33 1.8019 -1.9081 5.4595  -0.0066
C34 1.8280 -3.2245 5.0163  -0.0886
C35 1.7616 -3.4970 3.6477  -0.0816
C36 1.6916 -2.4534 2.7329  0.0107
C37 1.7489 -4.8980 3.1439  -0.2766
O8 1.6970 -5.1257 1.9552  0.1092
C38 1.7936 -6.0040 4.1432  -0.0798
C39 1.7333 -7.3190 3.7007  -0.0033
C40 1.7855 -8.3578 4.6139  -0.0626
C41 1.9052 -8.0874 5.9734  -0.0644
C42 1.9618 -6.7783 6.4196  -0.0074
C43 1.8993 -5.7317 5.5082  -0.0818
C44 1.9338 -4.3266 6.0114  -0.2782
O9 2.0420 -4.0957 7.1985  0.0979
H35 1.6141 -0.3329 2.4656  0.1172
H36 1.6932 0.1521 4.8912  0.1076
H37 1.8451 -1.7030 6.5201  0.1172
H38 1.6506 -2.6721 1.6745  0.1146
H39 1.6442 -7.5195 2.6419  0.1203
H40 1.7344 -9.3819 4.2680  0.1046
H41 1.9516 -8.9014 6.6850  0.1037
H42 2.0513 -6.5591 7.4744  0.1178

Forces on the atoms, in the same order (eV/Å):
0.2 -0.5 0.3
0.1 0.0 -0.2
-0.5 0.1 -0.1
-0.4 -0.8 0.2
0.7 1.5 -0.1
-0.1 -0.1 0.5
0.9 0.4 -1.2
-0.2 -0.4 0.1
-0.1 0.4 0.1
0.3 -0.1 -0.1
-0.2 -0.7 0.0
-0.3 0.3 -0.2
0.3 0.1 0.9
-0.6 0.0 -0.4
-0.2 -0.1 0.1
0.3 -0.1 0.7
0.6 0.2 0.0
0.2 0.1 -0.2
-0.4 0.0 -0.5
-0.2 0.6 0.3
-0.1 -0.7 -0.3
0.2 -0.2 0.0
-0.3 0.1 -0.3
-0.1 -0.1 0.0
0.0 0.2 -0.1
-0.1 -0.1 0.0
-0.1 0.4 -0.1
0.0 -0.1 0.2
0.2 -0.1 0.1
0.3 -0.1 0.1
0.0 0.0 -0.2
0.2 0.1 -0.1
-0.1 0.2 0.1
-0.3 -0.6 0.0
0.0 0.2 -0.1
0.0 0.0 0.1
0.1 -0.2 0.0
0.2 0.0 0.0
-0.3 0.0 -0.1
0.1 0.0 -0.1
-0.1 0.0 -0.1
-0.2 0.0 0.0
-0.1 0.0 0.1
0.1 0.0 0.1
-0.1 0.3 0.0
-0.2 0.1 0.0
0.1 -0.2 0.1
0.0 0.1 0.3
0.2 0.1 0.1
-0.1 0.1 -0.1
0.0 0.0 0.0
0.0 0.0 0.0
-0.1 0.0 0.1
0.0 -0.1 0.0
0.0 0.1 0.0
-0.1 0.0 0.1
0.0 -0.1 -0.1
0.0 0.0 0.0
0.0 0.1 0.0
0.0 -0.1 0.0
0.1 0.1 -0.1
-0.1 0.0 0.1
0.1 0.0 -0.1
-0.1 -0.1 0.1
0.0 0.2 -0.1
0.0 0.0 0.0
0.0 0.0 0.0
0.0 0.0 0.0
0.1 0.0 -0.1
0.1 0.0 -0.1
0.0 0.0 0.0
0.0 0.0 0.0
0.0 0.0 0.0
-0.1 0.0 0.1
0.0 0.0 0.0
0.0 -0.1 0.0
0.0 0.1 0.0
0.0 -0.1 0.0
0.0 0.0 0.1
0.0 0.1 0.0
0.0 0.2 -0.2
0.0 -0.2 0.0
0.0 0.0 0.1
0.0 -0.1 0.0
0.0 0.0 0.0
0.0 0.0 0.0
0.0 -0.1 0.0
0.0 0.0 -0.1
0.0 0.1 0.1
0.0 0.0 0.0
0.0 0.0 0.0
0.0 0.0 0.0
0.0 -0.1 0.0
0.0 -0.1 0.0
0.0 0.1 0.0
0.0 0.0 0.0
0.0 0.0 0.0
0.0 0.1 0.0

Lowest unoccupied orbital energy in eV: 0.501
Energy relative to the best compared isomer or geometry (same formula, charge and spin) in kcal/mol: 0.0
HOMO-LUMO gap in eV: 6.36
Total energy in eV: -68400.314
Charge: -1